Entry 1:
{
  "formula": "C36H99CsN9O13S",
  "method": "the ωB97M-V functional and the def2-TZVPD basis",
  "gap_ev": [7.971, 3.801],
  "s_squared": 0.76,
  "multiplicity": 2,
  "lumo_ev": [-0.19, -4.34],
  "elements": ["Cs", "S", "O", "O", "O", "O", "O", "O", "O", "O", "O", "O", "O", "O", "O", "N", "N", "N", "N", "N", "N", "N", "N", "N", "C", "C", "C", "C", "C", "C", "C", "C", "C", "C", "C", "C", "C", "C", "C", "C", "C", "C", "C", "C", "C", "C", "C", "C", "C", "C", "C", "C", "C", "C", "C", "C", "C", "C", "C", "C", "H", "H", "H", "H", "H", "H", "H", "H", "H", "H", "H", "H", "H", "H", "H", "H", "H", "H", "H", "H", "H", "H", "H", "H", "H", "H", "H", "H", "H", "H", "H", "H", "H", "H", "H", "H", "H", "H", "H", "H", "H", "H", "H", "H", "H", "H", "H", "H", "H", "H", "H", "H", "H", "H", "H", "H", "H", "H", "H", "H", "H", "H", "H", "H", "H", "H", "H", "H", "H", "H", "H", "H", "H", "H", "H", "H", "H", "H", "H", "H", "H", "H", "H", "H", "H", "H", "H", "H", "H", "H", "H", "H", "H", "H", "H", "H", "H", "H", "H"],
  "coordinates": [[0.63474, 3.34535, -0.29171], [-0.08255, -0.26010, 0.52960], [0.29670, 0.72148, 1.50554], [-1.43276, -5.19151, -4.08313], [4.65453, -5.02785, 2.96576], [-0.26565, 4.73550, 4.28665], [-3.53943, 4.10353, 1.04898], [5.52642, -1.94766, -2.07629], [-1.42500, -0.72017, 0.87647], [-0.20988, 0.53974, -0.69708], [0.86055, -1.42275, 0.39187], [2.59181, 5.10744, -4.92914], [-6.57168, -0.10788, 3.96829], [-4.45496, 0.02761, -5.50924], [5.17379, -1.15944, 5.08962], [0.15137, -2.42761, -2.09434], [-3.23096, 1.99065, -3.82243], [2.88732, 0.45736, 2.71090], [1.56664, -4.41809, 0.78186], [-1.00438, 2.17344, 3.45158], [3.14508, -0.65596, -0.87548], [-3.13041, 1.09845, -1.05672], [-0.05671, 3.07713, -3.37075], [-3.07808, -0.56341, 2.97093], [-1.13368, -3.82525, -3.82518], [-3.34094, 0.75665, -5.94318], [4.28373, -0.07314, 4.66878], [-3.02524, 4.68365, 2.24303], [-5.19301, -0.35941, 4.21718], [5.06593, -0.42094, 2.17857], [0.48311, 3.57692, 4.76429], [6.92461, -1.81940, -2.18653], [3.29557, -0.96405, -2.30591], [3.91274, -0.38692, 3.22547], [2.37187, -4.87596, 1.91189], [-3.08397, 2.75743, 0.68129], [5.75498, -0.95563, 6.39109], [2.35283, -0.03099, -3.04453], [-2.42667, 1.14508, -4.70727], [-5.15887, 2.25324, -0.62071], [4.76043, -0.93941, -2.71035], [-2.08849, -0.14271, -3.96378], [1.95355, -6.35875, 1.90659], [-4.48654, -0.35840, 2.85987], [1.87060, 4.44130, -3.92500], [-3.62643, 2.38510, -0.67418], [-0.13449, 4.16733, -5.46511], [-0.81690, -3.49680, -2.30663], [-5.41818, -0.45230, -6.49413], [3.83364, -4.59373, 1.80860], [5.77804, -4.21253, 3.16654], [0.04246, 1.02162, 5.30594], [-7.41042, -0.19105, 5.04178], [-4.99889, -1.37365, 1.86962], [-1.29575, 5.27586, 5.11237], [-0.37055, 2.33227, 4.74272], [3.83707, 5.59397, -4.42262], [-0.47155, -5.81159, -4.92706], [-2.07135, -3.43456, -1.40933], [0.78277, 3.54945, -4.46333], [-2.76040, -4.27722, -1.46616], [0.52501, 1.10718, 6.27956], [0.99925, 3.87332, 5.67744], [3.92320, -3.55137, 1.50271], [4.51177, 4.77834, -4.16257], [-2.00386, -3.20881, -4.05076], [-6.07950, -1.24865, 1.93860], [2.45550, 3.81834, -3.24831], [-4.70235, 0.05234, 5.09911], [5.50545, -3.15783, 3.12906], [-0.93931, 3.51255, -5.79923], [4.91077, -1.12917, -3.77313], [-8.32173, 0.26314, 4.65280], [-0.59569, 1.48138, 2.83993], [2.08009, -4.64254, -0.05843], [3.66513, -1.28118, -0.27652], [2.19036, -0.87941, -0.63323], [0.35280, 4.52415, -6.37249], [-7.16617, 0.56815, 5.78478], [2.78458, 0.10681, -4.03584], [-7.58941, -1.14537, 5.53710], [3.68762, 6.11175, -3.47517], [1.26558, -0.10268, -3.07370], [-3.46591, 0.45130, -0.35763], [-0.90670, 3.05067, 2.96062], [-0.53156, -1.68471, -2.13674], [-5.03196, -1.21335, -7.17217], [4.79274, -0.71623, 1.16552], [-5.20066, -1.40935, 4.50985], [-0.71095, 4.97349, -5.01136], [4.29371, 6.30998, -5.10592], [-6.25314, -0.77347, -5.87141], [2.61408, -6.79240, 2.65742], [-0.80824, 5.53294, 6.05276], [2.14826, -4.13716, 2.68148], [-0.86475, -6.79516, -5.18413], [1.27154, 2.64437, -4.82393], [6.47621, -4.26404, 2.33107], [-2.66172, -2.52436, -1.51465], [2.35679, 0.97866, -2.63380], [7.39082, -2.53893, -1.51346], [2.14338, -6.94058, 1.00463], [-2.65148, -0.78320, 2.08222], [-4.21961, 1.81594, -3.93264], [-2.99772, 1.61137, -2.91588], [-2.59367, 0.20308, 3.41582], [0.73204, 0.49900, 4.64304], [5.92253, -1.04305, 2.43799], [4.31770, -5.16954, 1.01978], [-3.31972, 3.15146, -1.38603], [-2.13935, 0.91062, -1.10788], [-1.61621, -3.35187, -0.42236], [3.36235, 0.12392, 5.21680], [-4.59972, 0.68832, 2.57764], [0.40615, -2.33775, -1.12114], [2.20834, 0.56815, 3.45038], [-0.28843, -4.38169, -1.95196], [-2.78318, 4.02907, 3.08031], [0.51142, -5.77415, -4.45754], [-3.01822, -0.69846, -3.84194], [-1.83558, 6.06864, 4.59451], [6.36475, -0.05323, 6.43536], [-0.38664, -5.37571, -5.92250], [-5.60142, 3.14902, -0.18501], [-1.63861, -0.03465, -2.97685], [-2.23348, 5.38879, 1.99009], [7.26634, -0.81582, -1.93327], [1.54241, -3.40855, 0.76367], [-1.51804, 1.59182, -5.11090], [-2.74766, 0.13291, -6.61181], [2.28838, 0.05818, 2.00236], [2.98846, -1.98646, -2.52609], [-0.65399, 0.18657, 5.38172], [6.44404, -1.76412, 6.63533], [-0.89206, 2.67208, -3.76852], [-5.56416, 1.36769, -0.13119], [-3.71116, 5.42470, 2.65346], [7.19575, -2.08324, -3.20877], [-0.48625, -3.32951, -4.54849], [-5.74304, 0.33785, -7.17105], [4.90345, 0.82341, 4.68458], [0.94788, -6.55399, 2.27889], [-1.35076, -0.74953, -4.48878], [-2.00412, 2.60906, 0.67718], [-5.50687, 2.30160, -1.65254], [-3.42894, 2.09325, 1.47374], [-4.63699, -1.34360, 0.84189], [5.62245, 0.51378, 2.11016], [6.35418, -4.44961, 4.06094], [5.13133, -0.80751, 7.27269], [-4.81579, -2.38696, 2.22708], [1.52181, 5.23531, -3.26469], [3.49921, -1.39524, 3.24506], [5.29480, -0.01224, -2.50320], [-3.68565, 1.58827, -6.55774], [1.30109, 3.55756, 4.04413], [-2.03578, 4.55116, 5.45187], [-1.21437, 2.55938, 5.39426], [0.28325, 2.21418, -2.97094]]
}

=====

Entry 2:
{
  "formula": "C6H12N2O",
  "method": "the ωB97M-V functional and the def2-TZVPD basis",
  "e_above_lowest_ev": 1.787,
  "gap_ev": 9.006,
  "smiles": "[H]/N=C1\\CC(C)(C)ON1C",
  "lumo_ev": 0.85,
  "elements": ["O", "N", "N", "C", "C", "C", "C", "C", "C", "H", "H", "H", "H", "H", "H", "H", "H", "H", "H", "H", "H"],
  "coordinates": [[0.30368, -0.52157, -0.94460], [-2.05016, 1.85591, 0.05274], [-0.47478, 0.65043, -1.09363], [0.72705, -2.10776, 0.78413], [0.58818, -0.62514, 0.45667], [-1.16751, 0.94584, 0.02885], [-0.88766, 0.96034, -2.42512], [1.88419, 0.13675, 0.76839], [-0.61816, 0.05105, 1.12967], [-0.20777, -2.62896, 0.54558], [-1.36208, 0.09947, -2.90428], [-2.43940, 2.03127, 0.97189], [-1.38024, -0.68082, 1.41039], [0.94182, -2.22989, 1.84205], [-1.59873, 1.77566, -2.34248], [1.53361, -2.55074, 0.19478], [-0.33480, 0.62033, 2.01842], [2.71598, -0.30855, 0.21703], [2.09033, 0.09065, 1.83565], [1.76350, 1.16879, 0.47073], [-0.02704, 1.26695, -3.01687]]
}

=====

Entry 3:
{
  "formula": "C37H28O6",
  "method": "the ωB97M-V functional and the def2-TZVPD basis",
  "gap_ev": 8.715,
  "smiles": "O=C1c2ccccc2C(=O)c2ccccc21.O=C1c2ccccc2C(=O)c2ccccc21.C#CCCC[C@H]1CCC(=O)O1",
  "lumo_ev": -1.08,
  "elements": ["O", "O", "O", "O", "O", "O", "C", "C", "C", "C", "C", "C", "C", "C", "C", "C", "C", "C", "C", "C", "C", "C", "C", "C", "C", "C", "C", "C", "C", "C", "C", "C", "C", "C", "C", "C", "C", "C", "C", "C", "C", "C", "C", "H", "H", "H", "H", "H", "H", "H", "H", "H", "H", "H", "H", "H", "H", "H", "H", "H", "H", "H", "H", "H", "H", "H", "H", "H", "H", "H", "H"],
  "coordinates": [[2.73160, -0.89003, -4.99431], [-0.06253, -5.44117, -5.19261], [-0.99063, 0.06657, 8.70656], [-2.82079, 1.51043, -1.02757], [-4.16749, 2.21160, -2.66607], [-0.34539, 1.05264, 3.49498], [-1.66850, 2.13578, -0.41405], [-3.51804, 2.46822, -1.70943], [-2.14088, -1.82907, -5.52174], [0.57441, -4.40763, -5.17849], [-0.51873, 0.83534, 4.67754], [-0.04286, -0.68071, -5.26070], [-1.10976, -0.76857, 6.51050], [2.78933, -3.24165, -5.03570], [2.28338, 3.38952, -0.84618], [-0.30250, 1.90738, 5.68551], [-1.41843, -0.64425, -5.42039], [2.05833, -4.43088, -5.06789], [-0.95969, -0.50480, 5.14745], [2.07897, 1.99275, -1.30563], [-0.49725, 1.65669, 7.04530], [0.61736, -1.90171, -5.19932], [-1.22121, -1.50308, 4.21641], [0.03218, 3.94715, 7.54053], [2.49866, 4.54287, -0.60171], [4.17697, -3.28376, -4.96989], [0.08162, 3.17443, 5.26236], [-0.33436, 2.68200, 7.96882], [0.24902, 4.19100, 6.18780], [-1.96380, 3.63325, -0.28454], [-3.33890, 3.83464, -1.00764], [2.09867, -1.92437, -5.06775], [-1.48948, -3.04916, -5.44504], [-0.87370, 0.29787, 7.52066], [-0.44214, 1.89506, -1.36000], [-1.75098, -3.02702, 6.00115], [4.10125, -5.68841, -4.93933], [0.83206, 1.36831, -0.64305], [4.83113, -4.50370, -4.92636], [-0.11039, -3.09100, -5.27769], [-1.49683, -2.03445, 6.93312], [-1.62001, -2.75918, 4.64195], [2.71858, -5.65231, -5.01013], [4.74563, -2.36360, -4.95652], [-1.82805, -3.53365, 3.91492], [-1.55566, 1.56304, 0.51010], [-1.93081, 0.30803, -5.47106], [-2.05606, -4.01143, 6.33213], [-4.18902, 4.07323, -0.37286], [0.24556, 3.36629, 4.21031], [-1.60341, -2.24227, 7.98932], [-3.20342, 4.51803, -1.84936], [1.88141, 2.03355, -2.38175], [-3.21406, -1.79851, -5.65833], [0.51593, 0.24292, -5.18764], [2.15211, -6.57376, -5.02478], [-0.26960, 2.84869, -1.87068], [0.54422, 5.17824, 5.85615], [-1.27391, 4.33725, -0.75136], [-0.72696, 1.13436, -2.09308], [2.76361, 5.56890, -0.69275], [0.81496, 1.46254, 0.44674], [4.61398, -6.64089, -4.89821], [-2.05273, -3.96974, -5.51861], [0.87768, 0.28918, -0.84415], [-2.09244, 3.97534, 0.74836], [-1.11684, -1.29767, 3.15943], [0.15184, 4.74615, 8.26092], [-0.49758, 2.49201, 9.02116], [3.00111, 1.43894, -1.11652], [5.91221, -4.53426, -4.88024]]
}

=====

| no. | M (g mol⁻¹) |
| --- | --- |
| 1 | 1031.2 |
| 2 | 128.2 |
| 3 | 568.6 |